Computed, not measured: 2 unconnected molecules or ions with the total composition C23H43N4O5SSi, with ωB97M-V with the def2-TZVPD basis set.

Gap between HOMO and LUMO = 0.262 hartree
LUMO = -5.03 eV
Total charge = +1
Strongest force on any atom = 9.93 eV/A
HOMO energy = -12.2 eV

XYZ file:
```
77
Properties=species:S:1:pos:R:3:forces:R:3:mulliken_charge:R:1
C -5.05865 -2.80200 1.27806 0.150 -0.373 -0.564 -0.929
C -3.60840 -3.01996 0.48758 0.025 -0.528 1.758 -0.259
N -2.90351 -1.68251 0.27681 0.176 -0.996 0.364 0.078
C -1.40022 -1.80533 0.34254 0.341 1.291 2.406 -0.221
N -0.82420 -3.03712 -0.33330 4.303 0.301 0.891 -0.318
C 0.71138 -2.87906 -0.34045 -2.172 -0.430 -0.043 -0.216
N 1.41170 -3.67232 0.53676 -1.513 1.362 -1.732 -0.233
S 3.14900 -3.59563 0.69294 7.915 -5.794 1.524 0.996
C 3.62194 -1.84788 1.20566 -1.041 1.931 1.245 -0.556
O 3.55303 -4.51499 1.91130 -3.043 3.983 -3.903 -0.634
O 3.93774 -4.14787 -0.52153 -3.946 3.131 3.256 -0.525
N 1.35633 -1.82304 -1.26326 -4.019 0.063 2.715 0.892
O 1.72691 -2.35978 -2.43630 2.176 -1.395 -2.155 -0.377
C 3.02331 -1.86424 -2.91130 2.383 1.139 -1.310 -0.595
C 3.20823 -0.23655 -2.90582 0.372 1.131 -0.664 1.249
C 2.54425 0.39888 -4.29742 0.439 -1.098 0.504 -1.282
C 4.82669 0.17063 -2.79196 -0.145 -0.096 0.908 -0.952
C 5.07767 1.76958 -2.53351 0.558 0.283 -0.321 0.392
C 6.71170 2.09592 -2.38981 -1.302 0.238 0.541 -1.201
C 4.38017 2.37786 -1.18120 -0.743 0.459 0.508 -0.797
C 0.14556 -0.93961 -1.63461 -0.418 1.931 0.707 -0.659
C -0.56086 -0.51711 -0.21822 1.003 -1.527 -0.590 0.383
Si -1.58320 1.07808 -0.53288 -0.942 1.955 0.351 0.705
C -3.09552 0.87332 -1.70961 -1.330 0.213 -0.308 -1.002
C -2.13545 1.79565 1.21095 0.027 0.601 -0.215 -0.670
C -0.50174 2.51861 -1.31883 1.288 -0.209 -0.881 -0.960
H -5.36393 -3.83455 1.77301 0.542 2.214 -1.215 0.336
H -5.89694 -2.43484 0.52122 1.840 -0.836 1.723 0.272
H -4.95702 -2.02112 2.14742 -0.069 -1.411 -1.747 0.260
H -2.92794 -3.61137 1.27015 -1.415 0.708 -1.490 0.191
H -3.70196 -3.66507 -0.48591 0.120 1.489 1.820 0.263
H -3.23069 -1.10189 1.10647 0.899 -0.730 -1.466 -0.078
H -1.11954 -1.91210 1.49796 -0.394 0.125 -2.090 0.061
H -0.98688 -3.91124 0.21171 -0.304 0.967 -0.490 0.476
H 0.91373 -4.36474 1.17408 0.983 1.126 -0.982 0.298
H 2.91175 -1.58009 2.12720 1.403 -0.839 -1.996 0.324
H 3.40352 -1.04133 0.38541 0.589 -1.872 1.274 0.075
H 4.72504 -1.78296 1.65209 -2.365 -0.843 -1.443 0.378
H 3.10932 -2.20174 -4.05345 -0.555 0.542 2.626 0.281
H 3.96247 -2.32062 -2.37940 -2.157 0.500 -0.552 0.269
H 2.69037 0.32487 -2.02044 0.901 -1.419 -1.316 -0.431
H 2.28671 1.54366 -4.20246 0.640 -2.377 -0.265 0.262
H 3.34071 0.17490 -5.15652 -1.966 0.709 1.687 0.354
H 1.56423 -0.23327 -4.49140 1.901 1.492 0.130 0.360
H 5.42948 -0.15354 -3.74046 -1.259 0.546 1.657 0.357
H 5.29904 -0.41269 -1.86422 -0.991 1.124 -1.898 0.200
H 4.66066 2.34070 -3.48317 0.867 -1.074 1.999 0.266
H 7.34385 1.61384 -3.24884 -1.172 1.002 1.756 0.326
H 7.01224 1.70093 -1.31592 -0.300 0.688 -2.343 0.292
H 6.80202 3.28056 -2.36455 0.051 -2.614 -0.212 0.338
H 4.04899 1.55879 -0.39005 0.843 1.427 -1.678 0.044
H 3.38516 2.99354 -1.41547 2.175 -1.336 0.384 0.136
H 5.10801 3.12473 -0.60083 -1.546 -1.684 -1.419 0.386
H -0.56392 -1.44343 -2.41839 1.387 0.620 1.737 0.184
H 0.53218 0.06075 -2.13228 -0.392 -2.292 0.967 -0.001
H 0.32012 -0.26421 0.54755 -1.825 -0.535 -1.570 0.169
H -3.26973 -0.22727 -2.08403 0.281 2.312 0.634 0.287
H -4.06046 1.21443 -1.09445 1.989 -0.904 -1.326 0.260
H -3.00238 1.64540 -2.59771 -0.167 -1.741 1.639 0.349
H -1.17053 1.94031 1.86455 -1.949 -0.416 -0.939 0.375
H -2.55879 2.88928 1.00349 0.703 -2.388 0.551 0.259
H -2.96314 1.12924 1.70044 1.620 1.422 -0.744 -0.238
H 0.63765 2.37088 -1.00501 -2.268 0.631 -0.578 0.064
H -0.52135 2.44140 -2.50996 0.021 0.257 2.544 0.248
H -0.88151 3.58390 -1.00613 0.791 -2.135 -0.556 0.354
C -3.68019 2.85196 5.29575 0.227 -0.275 -0.386 -0.565
C -3.81400 2.07415 4.21713 0.253 0.193 0.385 0.007
C -5.14606 1.68519 3.71363 -0.121 -0.273 -0.407 0.583
O -5.26943 0.97168 2.72763 0.156 0.174 0.378 -0.527
C -6.32387 2.19011 4.44686 -0.168 0.217 0.284 -0.420
C -6.19007 2.96792 5.52549 -0.285 -0.241 -0.324 -0.394
C -4.85800 3.35687 6.02899 0.050 0.685 0.917 0.295
O -4.73463 4.07039 7.01499 -0.066 -0.585 -0.800 -0.532
H -2.71055 3.14596 5.67864 -0.040 0.015 0.028 0.419
H -2.95989 1.69636 3.66795 -0.093 0.068 0.128 0.384
H -7.29352 1.89611 4.06398 0.038 -0.007 -0.015 0.420
H -7.04417 3.34571 6.07467 0.057 0.003 0.003 0.413
```
Forces are in eV/Å.